[1]
Here is C3ErO as an isolated structure from OMol25. Energies are from the ωB97M-V functional and the def2-TZVPD basis.

The multiplicity is 5. The value obtained for the HOMO-LUMO gap (alpha / beta) is 0.27152 / 0.19356 Ha. The charge is +2.

```
5
Properties=species:S:1:pos:R:3:forces:R:3:mulliken_spin:R:1
C -0.852 -0.953 0.156 0.5 0.6 0.6 0.331
C -0.679 0.805 0.006 -2.6 1.8 1.2 0.716
O -1.804 0.004 -0.048 2.0 -0.2 -1.0 0.320
C 0.427 0.023 -0.097 -0.1 -2.1 -0.7 0.602
Er 2.907 0.121 -0.017 0.3 -0.1 -0.1 2.030
```
Positions in Å, forces in eV/Å.

=====

[2]
Here is C47H38F3FeN3P2S2 as an isolated structure from OMol25. Energies are from the ωB97M-V functional and the def2-TZVPD basis.

The multiplicity is 2. The value obtained for the HOMO-LUMO gap (alpha / beta) is 0.25808 / 0.26791 Ha. The charge is +1.

```
96
Properties=species:S:1:pos:R:3:forces:R:3:mulliken_spin:R:1
Fe 0.755 1.467 -0.152 -0.1 0.1 0.7 1.252
F 0.681 3.446 4.671 0.0 0.0 0.0 0.000
C 1.944 3.726 4.306 0.0 0.0 0.0 -0.005
F 1.932 4.937 3.730 0.0 0.0 0.0 0.000
F 2.666 3.825 5.435 0.0 0.0 -0.1 0.000
C 2.518 2.679 3.385 0.1 0.0 0.1 0.010
C 3.691 2.034 3.708 0.0 0.0 0.0 0.003
C 4.221 1.083 2.838 0.0 0.1 0.0 0.002
C 3.523 0.800 1.691 -0.1 -0.1 -0.1 -0.001
N 2.378 1.414 1.373 -0.2 -0.5 -0.7 -0.008
C 1.882 2.353 2.177 0.0 0.2 0.3 0.005
S 0.448 3.048 1.535 -0.1 0.1 -0.3 -0.045
H 4.190 2.267 4.638 0.0 0.0 0.0 0.000
H 5.149 0.577 3.058 0.0 0.0 0.0 0.000
H 3.879 0.049 0.996 0.0 0.0 0.1 0.001
C -1.602 -1.183 -1.047 -0.2 0.3 0.2 -0.001
N -1.343 -2.153 -0.022 -0.1 -0.2 0.0 0.005
C -0.372 -1.887 1.000 0.3 -0.1 -0.1 0.001
P -0.301 -0.105 1.483 -0.4 0.4 0.0 -0.056
C 0.419 -0.274 3.140 0.3 0.4 -0.1 -0.004
C 1.556 -1.062 3.335 -0.1 -0.1 0.1 0.001
C 2.140 -1.142 4.588 0.0 0.0 0.0 -0.001
C 1.611 -0.418 5.649 0.0 0.0 0.0 0.000
C 0.494 0.381 5.456 -0.1 0.0 0.0 0.000
C -0.098 0.462 4.203 0.0 -0.1 0.1 -0.001
C -2.055 0.235 1.832 0.0 -0.2 0.0 0.030
C -2.633 1.442 1.471 -0.2 0.0 0.1 -0.008
C -3.966 1.705 1.757 0.0 0.0 0.0 0.001
C -4.732 0.748 2.406 0.0 0.0 0.0 0.000
C -4.167 -0.471 2.757 0.0 0.0 0.0 0.001
C -2.836 -0.728 2.473 0.0 0.0 0.0 -0.002
C -2.023 -3.382 -0.035 0.1 0.1 0.0 -0.002
C -3.301 -3.480 -0.584 -0.1 0.0 0.0 0.000
C -3.965 -4.698 -0.597 0.0 0.0 0.0 0.000
C -3.376 -5.832 -0.059 0.0 0.0 0.0 0.000
C -2.106 -5.735 0.491 0.0 0.0 0.0 0.000
C -1.429 -4.524 0.503 0.0 -0.1 0.0 0.000
P -0.089 -0.257 -1.569 0.9 0.0 -0.1 -0.040
C -0.582 0.262 -3.236 0.1 0.4 0.1 -0.010
C -1.831 0.849 -3.445 0.0 -0.2 0.0 -0.003
C -2.164 1.353 -4.692 0.0 0.0 0.0 0.001
C -1.246 1.291 -5.733 0.0 0.0 0.0 -0.003
C 0.003 0.725 -5.526 0.0 0.0 0.0 0.001
C 0.342 0.221 -4.278 -0.1 -0.1 0.0 -0.008
C 1.086 -1.610 -1.849 0.0 0.0 -0.1 0.007
C 2.318 -1.605 -1.208 0.0 -0.1 0.0 -0.012
C 3.240 -2.616 -1.447 0.0 0.0 0.0 0.000
C 2.918 -3.649 -2.314 0.0 0.0 0.0 0.000
C 1.672 -3.682 -2.928 0.0 0.0 0.0 0.000
C 0.759 -2.665 -2.702 0.0 0.0 0.0 0.002
H -2.353 -0.436 -0.750 -0.1 0.0 -0.1 0.001
H -1.972 -1.689 -1.939 0.0 0.0 0.0 -0.002
H 0.643 -2.179 0.702 0.0 -0.1 0.1 0.001
H -0.620 -2.452 1.898 0.0 0.0 0.0 -0.001
H 1.982 -1.623 2.510 0.0 0.0 0.0 0.000
H 3.013 -1.765 4.737 0.0 0.0 0.0 0.000
H 2.075 -0.472 6.625 0.0 0.0 0.0 0.000
H 0.081 0.948 6.279 0.0 0.0 0.0 0.000
H -0.965 1.093 4.055 0.0 0.0 0.0 0.000
H -2.026 2.181 0.982 0.1 0.1 0.1 -0.003
H -4.401 2.659 1.487 0.0 0.0 0.0 0.000
H -5.769 0.951 2.639 0.0 0.0 0.0 0.000
H -4.763 -1.222 3.259 0.0 0.0 0.0 0.000
H -2.409 -1.683 2.755 0.0 0.0 0.0 0.000
H -3.795 -2.599 -0.975 0.0 0.0 0.0 0.000
H -4.960 -4.753 -1.020 0.0 0.0 0.0 0.000
H -3.899 -6.779 -0.067 0.0 0.0 0.0 0.000
H -1.626 -6.613 0.905 0.0 0.0 0.0 0.000
H -0.427 -4.478 0.909 0.0 0.0 0.0 0.000
H -2.551 0.913 -2.637 0.0 0.0 0.0 0.000
H -3.136 1.803 -4.849 0.0 0.0 0.0 0.000
H -1.507 1.686 -6.707 0.0 0.0 0.0 0.000
H 0.720 0.677 -6.335 0.0 0.0 0.0 0.000
H 1.322 -0.211 -4.118 0.0 0.0 0.0 0.000
H 2.544 -0.807 -0.514 0.0 0.0 0.0 0.009
H 4.211 -2.591 -0.968 0.0 0.0 0.0 0.000
H 3.635 -4.437 -2.508 0.0 0.0 0.0 0.000
H 1.412 -4.501 -3.586 0.0 0.0 0.0 0.000
H -0.205 -2.691 -3.196 0.0 0.0 0.0 0.000
S 2.994 2.603 -3.762 0.1 0.1 0.0 0.005
C 4.082 1.676 -2.825 0.0 0.0 0.0 -0.013
C 3.534 1.260 -1.649 0.0 0.1 -0.1 0.014
C 2.182 1.687 -1.489 -0.3 -0.5 0.2 -0.126
C 1.778 2.424 -2.557 0.2 0.3 -0.5 0.018
C 0.482 3.047 -2.578 0.0 0.1 0.0 -0.006
C 0.015 3.894 -3.577 0.0 0.1 0.0 0.001
C -1.207 4.510 -3.418 0.0 0.0 0.0 0.002
C -1.945 4.262 -2.268 0.0 0.0 -0.1 0.000
C -1.436 3.381 -1.339 0.1 -0.1 0.0 0.003
N -0.251 2.774 -1.482 -0.1 -0.2 0.4 -0.017
H 5.077 1.488 -3.196 0.0 0.0 0.0 0.000
H 4.089 0.681 -0.927 0.1 0.0 -0.1 0.001
H 0.623 4.077 -4.453 0.0 0.0 0.0 0.000
H -1.579 5.188 -4.175 0.0 0.0 0.0 0.000
H -2.898 4.741 -2.093 0.0 0.0 0.0 0.000
H -1.992 3.152 -0.446 0.0 0.1 0.0 0.000
```
Positions in Å, forces in eV/Å.

=====

[3]
Here is one molecule with the formula C5H10O2 from OMol25. Energies are from the ωB97M-V functional and the def2-TZVPD basis.

The value obtained for the HOMO-LUMO gap is 0.28428 Ha.

```
17
Properties=species:S:1:pos:R:3:forces:R:3:mulliken_charge:R:1
O -0.450 -1.367 0.758 0.0 1.0 0.1 -0.378
C -0.767 -0.847 2.256 -0.4 -0.3 0.6 -0.909
C 0.411 -0.284 0.253 0.3 -0.1 -0.4 0.229
C 0.522 -0.434 -1.258 0.1 0.0 -0.2 -0.599
C 0.345 0.993 -1.789 0.1 -0.1 -0.3 -0.442
O -0.429 1.663 -0.819 -0.1 -0.1 -0.1 -0.388
C 0.030 1.210 0.440 0.0 -0.3 0.2 -0.547
H -1.248 -1.534 0.221 0.4 0.4 0.2 0.443
H -1.864 -0.883 2.203 0.0 -0.1 0.3 0.285
H -0.416 -1.720 2.812 -0.3 -0.2 0.0 0.206
H 1.319 -0.494 0.815 0.0 0.0 -0.2 0.335
H 1.462 -0.906 -1.540 -0.1 0.1 -0.2 0.288
H -0.297 -1.072 -1.612 0.1 0.1 0.0 0.228
H -0.201 1.031 -2.734 0.1 0.0 0.0 0.338
H 1.324 1.480 -1.922 -0.1 0.0 0.1 0.278
H -0.709 1.432 1.206 0.1 -0.3 -0.1 0.358
H 0.968 1.732 0.711 -0.2 -0.2 -0.1 0.274
```
Positions in Å, forces in eV/Å.

=====

[4]
Here is C44H57BN9S3Sn as an isolated structure from OMol25. Energies are from the ωB97M-V functional and the def2-TZVPD basis.

The value obtained for the HOMO-LUMO gap is 0.25697 Ha. The charge is -1.

```
115
Properties=species:S:1:pos:R:3:forces:R:3:mulliken_charge:R:1
Sn 0.792 -0.473 0.164 -0.2 0.0 0.1 1.939
C 2.356 2.312 4.376 0.0 0.0 0.0 -1.373
C 2.416 0.882 3.841 0.0 0.0 0.0 0.947
C 1.031 0.314 3.593 0.0 0.0 0.0 -0.946
C 3.299 0.785 2.625 -0.1 0.1 0.0 0.210
C 4.545 1.406 2.451 0.0 -0.1 0.0 -1.456
C 5.000 0.930 1.243 0.0 0.0 0.0 -0.475
N 4.082 0.097 0.731 0.0 -0.1 0.0 1.257
N 3.017 0.012 1.572 0.1 0.0 0.0 -0.602
B 4.369 -0.787 -0.521 0.0 0.0 -0.1 -1.305
N 3.696 -0.262 -1.821 -0.1 0.1 0.2 0.880
C 4.382 0.216 -2.869 0.1 0.0 0.0 -0.281
C 3.507 0.440 -3.904 -0.1 0.0 0.0 -1.860
C 2.254 0.058 -3.393 0.0 -0.1 0.1 0.153
N 2.375 -0.343 -2.124 0.2 -0.2 -0.2 -0.002
C 0.970 -0.001 -4.175 0.1 0.1 0.0 0.966
C 1.112 -1.003 -5.325 0.0 0.0 0.0 -1.710
C -0.231 -0.338 -3.316 -0.1 -0.1 0.0 -0.578
N 4.040 -2.258 -0.279 0.1 0.0 -0.1 -0.234
C 4.910 -3.288 -0.326 -0.1 0.0 0.1 -0.229
C 4.198 -4.452 -0.142 0.0 0.0 -0.1 -1.630
C 2.860 -4.027 -0.007 0.0 -0.1 0.1 0.078
N 2.784 -2.709 -0.089 0.1 0.1 0.0 0.834
C 1.640 -4.873 0.235 0.0 0.0 0.0 0.372
C 1.257 -4.868 1.717 0.0 0.0 0.0 -1.139
C 0.460 -4.436 -0.632 0.0 0.0 0.0 -1.099
H 1.743 2.347 5.279 0.0 0.0 0.0 0.418
H 1.910 2.984 3.641 0.0 0.0 0.0 0.163
H 3.345 2.699 4.626 0.0 0.0 0.0 0.409
H 2.892 0.266 4.613 0.0 0.0 0.0 0.543
H 0.479 0.902 2.853 0.0 0.0 0.0 0.142
H 0.437 0.307 4.508 0.0 0.0 0.0 0.453
H 1.082 -0.716 3.243 0.0 0.0 0.0 0.014
H 5.056 2.071 3.126 0.0 0.0 0.0 0.389
H 5.927 1.102 0.721 0.0 0.0 0.0 0.550
H 5.556 -0.695 -0.715 0.0 0.0 0.0 -0.250
H 5.452 0.333 -2.809 0.0 0.0 0.0 0.544
H 3.731 0.801 -4.894 0.0 0.0 0.0 0.492
H 0.809 0.990 -4.616 0.0 0.0 0.0 0.321
H 1.232 -2.012 -4.925 0.0 0.0 0.0 0.324
H 1.978 -0.784 -5.951 0.0 0.0 0.0 0.416
H 0.220 -0.989 -5.955 0.0 0.0 0.0 0.452
H -0.137 -1.348 -2.903 0.0 0.0 0.0 0.163
H -1.152 -0.301 -3.901 0.0 0.0 0.0 0.490
H -0.331 0.370 -2.498 0.0 0.1 0.1 -0.431
H 5.961 -3.113 -0.488 0.0 0.0 0.0 0.483
H 4.573 -5.462 -0.121 0.0 0.0 0.0 0.443
H 1.919 -5.895 -0.044 0.0 0.0 0.0 0.307
H 0.997 -3.856 2.036 0.0 0.0 0.0 0.088
H 2.082 -5.226 2.335 0.0 0.0 0.0 0.389
H 0.386 -5.502 1.895 0.0 0.0 0.0 0.388
H 0.139 -3.429 -0.364 0.0 0.0 0.0 -0.081
H -0.395 -5.097 -0.476 0.0 0.0 0.0 0.439
H 0.724 -4.448 -1.692 0.0 0.0 0.0 0.353
S -6.802 -0.625 2.608 0.0 0.0 0.0 -0.423
C -5.307 -1.340 2.386 0.0 0.0 0.0 0.259
S -3.858 -0.461 2.712 0.1 0.2 0.0 -0.151
C -2.871 -1.799 2.185 0.1 0.1 -0.2 -0.244
N -3.576 -2.827 1.838 -0.1 0.1 -0.1 -0.823
N -4.939 -2.570 1.947 -0.1 -0.2 0.0 0.642
C -5.767 -3.659 1.528 0.0 0.1 0.0 0.553
C -5.150 -4.764 0.935 0.0 0.0 0.0 -0.301
C -5.911 -5.837 0.507 0.0 0.0 0.0 -0.599
C -7.291 -5.840 0.662 0.0 0.0 0.0 -0.435
C -7.895 -4.745 1.254 0.0 0.0 0.0 -0.682
C -7.149 -3.656 1.688 0.0 0.0 0.0 -0.494
S -1.161 -1.675 2.152 -0.1 -0.2 0.2 -0.147
H -4.078 -4.768 0.816 0.0 0.0 0.0 0.604
H -5.412 -6.681 0.048 0.0 0.0 0.0 0.351
H -7.881 -6.683 0.326 0.0 0.0 0.0 0.369
H -8.970 -4.723 1.388 0.0 0.0 0.0 0.355
H -7.638 -2.813 2.145 0.0 0.0 0.0 0.201
C -4.142 -1.158 -1.313 0.0 0.0 0.0 -1.825
C -3.565 0.111 -0.740 0.0 0.0 0.0 -0.288
C -4.389 1.178 -0.398 0.0 0.0 -0.1 -0.706
C -3.823 2.363 0.040 0.0 0.1 0.0 0.247
C -4.694 3.540 0.401 0.0 0.0 0.0 -1.817
C -2.442 2.486 0.141 0.1 -0.1 0.1 -0.724
C -1.565 1.426 -0.161 -0.2 0.0 -0.2 1.794
C -2.195 0.244 -0.604 0.1 0.0 -0.1 -0.258
N -0.165 1.468 -0.109 0.0 0.0 0.1 -0.168
C 0.559 2.745 -0.229 0.0 0.1 -0.1 2.267
C 2.039 2.417 -0.484 0.0 0.0 0.0 -0.725
C 2.898 3.667 -0.682 0.0 0.0 0.0 0.386
C 2.834 4.524 0.582 0.0 0.0 0.0 -1.514
C 1.374 4.884 0.861 0.0 0.0 0.0 0.360
C 0.814 5.681 -0.324 0.0 0.0 0.0 -1.504
C 0.908 4.843 -1.606 0.0 0.0 0.1 0.334
C 2.368 4.469 -1.871 0.0 0.0 0.0 -1.614
C 0.080 3.564 -1.447 0.0 0.0 0.1 -1.229
C 0.540 3.610 1.049 0.0 0.0 0.0 -0.487
H -5.231 -1.161 -1.245 0.0 0.0 0.0 0.397
H -3.761 -2.037 -0.796 0.0 -0.1 0.1 0.312
H -3.871 -1.259 -2.368 0.0 0.0 0.0 0.368
H -5.466 1.082 -0.483 0.0 0.0 0.0 0.233
H -5.749 3.268 0.378 0.0 0.0 0.0 0.388
H -4.544 4.370 -0.294 0.0 0.0 0.0 0.327
H -4.464 3.907 1.404 0.0 0.0 0.0 0.363
H -2.065 3.438 0.471 0.1 0.1 0.1 0.538
H -1.597 -0.607 -0.919 0.0 0.0 0.0 0.423
H 2.116 1.780 -1.367 0.0 0.1 0.0 -0.846
H 2.424 1.863 0.376 0.0 0.0 -0.1 -1.008
H 3.929 3.355 -0.870 0.0 0.0 0.0 0.606
H 3.424 5.438 0.448 0.0 0.0 0.0 0.631
H 3.264 3.975 1.425 0.0 0.0 0.0 0.212
H 1.310 5.486 1.773 0.0 0.0 0.0 0.464
H 1.381 6.611 -0.446 0.0 0.0 0.0 0.593
H -0.228 5.958 -0.134 0.0 0.0 0.0 0.536
H 0.516 5.422 -2.448 0.0 0.0 0.0 0.282
H 2.974 5.370 -2.022 0.0 0.0 0.0 0.578
H 2.437 3.867 -2.783 0.0 0.0 0.0 0.418
H 0.185 2.933 -2.337 0.0 0.0 0.0 0.001
H -0.976 3.816 -1.358 0.0 0.0 0.0 0.881
H -0.466 3.891 1.345 -0.1 0.0 0.0 0.802
H 0.942 3.002 1.866 0.0 0.0 -0.1 -1.188
```
Positions in Å, forces in eV/Å.

=====

Short version: E = -1203.51471, -5020.33059, -346.81322, -3637.60682 Ha, in the order given.
Short version: energy relative to the best compared isomer or geometry (same formula, charge and spin) = 9.6, 0.0, 133.2, 10.7 kcal/mol, in the order given.